# 1
Density functional theory data (the ωB97M-V functional and the def2-TZVPD basis) for 2 unconnected molecules or ions with the total composition C4H9NO3 at a distorted geometry.

```
17
Properties=species:S:1:pos:R:3:nbo_charge:R:1
C 1.7299 -0.9328 -0.2973 0.522
N 0.8562 -0.3990 0.5501 -0.623
C -1.3892 -1.2927 -0.1271 -0.622
C -0.5222 -0.0763 0.2238 -0.171
C -1.1693 0.6557 1.3690 0.453
O -0.8016 0.5940 2.5088 -0.509
O 2.9076 -1.0885 -0.0561 -0.597
H 1.2691 -1.1518 -1.2713 0.099
H 1.1326 -0.3133 1.5204 0.426
H -1.1563 -2.1264 0.5375 0.225
H -1.1989 -1.6829 -1.1229 0.224
H -2.4655 -1.1605 0.0073 0.226
H -0.5469 0.5490 -0.6679 0.223
H -2.1276 1.1354 1.1063 0.121
H 1.1689 1.7406 -1.0564 0.467
H 1.5342 3.0187 -1.7827 0.476
O 0.7789 2.5307 -1.4413 -0.942
```

- SMILES = C[C@@H](C=O)NC=O.O
- frontier orbital gap (eV) = 10.8
- strongest force on any atom (eV Å⁻¹) = 1.56
- energy relative to the best compared isomer or geometry (same formula, charge and spin) (eV) = 1.347


# 2
Density functional theory data (the ωB97M-V functional and the def2-TZVPD basis) for 2 unconnected molecules or ions with the total composition C4H9NO3 at a distorted geometry.

```
17
Properties=species:S:1:pos:R:3:nbo_charge:R:1
O 2.7575 -1.1117 0.3562 -0.521
C 2.1183 -0.1176 0.5996 0.441
C 0.6390 -0.1832 0.8521 -0.531
C -0.1893 1.0142 0.4439 -0.504
C -1.6539 0.7590 0.6354 0.679
N -2.4008 0.7632 -0.5283 -0.827
O -2.1890 0.5843 1.7052 -0.599
H 2.6143 0.8510 0.8027 0.117
H 0.2088 -1.1592 0.5347 0.249
H 0.5394 -0.2611 1.9575 0.261
H 0.0533 1.8789 1.0858 0.240
H 0.0104 1.4143 -0.5719 0.207
H -1.9406 0.7473 -1.4216 0.385
H -3.3789 0.5228 -0.5060 0.406
H 1.4403 -1.7056 -1.3682 0.482
H 0.4454 -1.7366 -2.6039 0.465
O 0.9258 -2.2598 -1.9734 -0.950
```

- SMILES = NC(=O)CCC=O.O
- frontier orbital gap (eV) = 10.6
- strongest force on any atom (eV Å⁻¹) = 1.71
- energy relative to the best compared isomer or geometry (same formula, charge and spin) (eV) = 1.013


# 3
Density functional theory data (the ωB97M-V functional and the def2-TZVPD basis) for a molecular structure, C4H9NO3P at a distorted geometry.

```
18
Properties=species:S:1:pos:R:3:nbo_charge:R:1
C 2.2489 -0.5914 -0.2255 -0.255
C 2.3938 0.6028 0.7978 -0.077
C -2.5108 -0.5238 0.3911 -0.108
C -2.2973 0.6627 -0.6459 -0.130
N 0.9655 -0.5304 -0.8517 -0.920
O 1.0953 1.1977 0.9161 -0.734
O -1.4190 -0.6825 1.1985 -0.643
O -1.1152 1.3901 -0.3514 -0.727
P 0.0011 0.4491 0.0797 2.380
H 3.0140 -0.3528 -0.9940 0.226
H 2.4945 -1.4791 0.2068 0.221
H 2.5730 0.0767 1.7983 0.229
H 3.1401 1.3457 0.4878 0.239
H -3.4587 -0.3293 1.0877 0.222
H -2.5560 -1.4245 -0.2340 0.178
H -2.1711 0.0861 -1.6172 0.195
H -3.0359 1.4790 -0.7872 0.252
H 0.6377 -1.3760 -1.2570 0.453
```

- frontier orbital gap (eV) = 10.0
- net charge = +1
- strongest force on any atom (eV Å⁻¹) = 5.43
- energy relative to the best compared isomer or geometry (same formula, charge and spin) (eV) = 4.023


# 4
Density functional theory data (the ωB97M-V functional and the def2-TZVPD basis) for C4H9NO4S2 in the gas phase at a distorted geometry.

```
20
Properties=species:S:1:pos:R:3:nbo_charge:R:1
C 0.1388 -0.0770 -0.6470 0.142
C 0.5512 -0.1529 0.7639 0.166
C -1.2571 0.3861 -0.9625 -0.653
C -0.4883 -0.0161 1.8952 -0.651
N 0.7086 -0.9352 -1.5694 -0.821
O 3.5705 -2.0066 2.0781 -0.866
O 2.9183 0.3534 2.5634 -0.894
O 3.5175 -0.3157 0.2061 -0.888
O 1.4845 -1.1453 1.0989 -0.709
S 1.2899 1.3391 -0.0074 -0.081
S 2.9540 -0.7603 1.6728 2.529
H -1.9868 -0.0987 -0.3269 0.238
H -1.5350 0.1483 -2.0162 0.225
H -1.3438 1.5318 -1.0444 0.250
H -0.9187 -0.8912 2.3079 0.233
H -1.2730 0.7105 1.7163 0.228
H 0.0577 0.3380 2.7451 0.238
H 0.4138 -0.6150 -2.4768 0.384
H 1.6086 -1.4501 -1.4443 0.425
H 3.3253 0.5452 -0.0010 0.506
```

- SMILES = C[C@]1(OS(=O)(=O)O)S[C@@]1(C)N
- frontier orbital gap (eV) = 9.5
- strongest force on any atom (eV Å⁻¹) = 6.15
- energy relative to the best compared isomer or geometry (same formula, charge and spin) (eV) = 1.286


# 5
Density functional theory data (the ωB97M-V functional and the def2-TZVPD basis) for C4H9NO6 in the gas phase at a distorted geometry.

```
20
Properties=species:S:1:pos:R:3:nbo_charge:R:1
N 1.7670 5.1263 0.1998 0.685
O 2.4048 5.3285 1.2190 -0.261
O 1.8630 3.6548 -0.2597 -0.157
O 1.1748 5.8226 -0.6047 -0.260
C -1.6613 -3.7376 0.1034 -0.619
C -0.5660 -2.8073 -0.3803 -0.052
O -0.7854 -1.4814 0.1264 -0.551
C 0.1404 -0.4790 -0.2239 -0.051
C -0.1545 0.9197 0.3534 -0.098
O 0.8904 1.6338 -0.1542 -0.252
O 0.8309 3.0675 0.2724 -0.056
H -1.4609 -4.7225 -0.2980 0.213
H -1.6670 -3.8272 1.1910 0.214
H -2.6434 -3.4334 -0.2624 0.214
H 0.4031 -3.1753 -0.0307 0.165
H -0.5665 -2.7842 -1.4740 0.165
H 1.1507 -0.7633 0.1138 0.168
H 0.1870 -0.3745 -1.3204 0.168
H -1.1456 1.2150 -0.0184 0.182
H -0.1617 0.8176 1.4475 0.182
```

- SMILES = CCOCCOOO[N+](=O)[O-]
- frontier orbital gap (eV) = 8.8
- strongest force on any atom (eV Å⁻¹) = 6.76
- energy relative to the best compared isomer or geometry (same formula, charge and spin) (eV) = 1.257


# 6
Density functional theory data (the ωB97M-V functional and the def2-TZVPD basis) for C4H9NOS in the gas phase at a distorted geometry.

```
16
Properties=species:S:1:pos:R:3:nbo_charge:R:1
C 0.5857 -0.7108 1.2548 -0.531
C 1.0125 0.5087 0.5394 -0.113
C 0.1743 1.3820 -0.3108 -0.089
C -1.2391 1.0980 -0.6871 -0.085
H -0.5001 -2.7884 0.9052 0.132
H 1.3358 -1.1019 1.9669 0.230
H -0.3438 -0.5034 1.8450 0.211
H 2.0291 0.4475 0.2790 0.199
H -0.1159 1.7706 1.7272 0.342
H 0.7448 1.8090 -1.1552 0.207
H -1.8109 2.0094 -0.8355 0.186
H -1.6932 0.4810 0.0661 0.165
H -1.2371 -0.4648 -1.8099 0.478
N 0.6600 1.8307 1.0103 -0.566
O -1.2297 0.4675 -1.9461 -0.716
S 0.2255 -1.9926 0.0456 -0.049
```

- SMILES = OC[C@H]1N[C@H]1CS
- frontier orbital gap (eV) = 9.9
- strongest force on any atom (eV Å⁻¹) = 1.94
- energy relative to the best compared isomer or geometry (same formula, charge and spin) (eV) = 2.359


# 7
Density functional theory data (the ωB97M-V functional and the def2-TZVPD basis) for C4H9NOS in the gas phase at a distorted geometry.

```
16
Properties=species:S:1:pos:R:3:nbo_charge:R:1
C -1.1570 0.5964 -1.9517 -0.427
N -0.4884 0.7094 -0.6307 -0.646
C 0.3885 -0.2772 -0.0671 -0.142
C 1.0908 0.4076 1.1248 -0.555
S 1.6930 -0.2857 2.6372 -0.015
C -0.3913 -1.5007 0.4735 0.407
O -1.5851 -1.4483 0.7454 -0.534
H -2.3173 0.8390 -1.8954 0.215
H -0.7375 1.2521 -2.7611 0.200
H -1.2033 -0.4829 -2.4917 0.181
H -1.2982 0.7646 0.1130 0.381
H 1.1446 -0.7345 -0.8442 0.215
H 1.8754 1.1743 0.8512 0.243
H 0.2567 1.0137 1.3629 0.213
H 2.6706 0.5749 2.8807 0.131
H 0.0585 -2.6027 0.4533 0.132
```

- SMILES = CN[C@H](C=O)CS
- frontier orbital gap (eV) = 9.7
- strongest force on any atom (eV Å⁻¹) = 3.53
- energy relative to the best compared isomer or geometry (same formula, charge and spin) (eV) = 3.183


# 8
Density functional theory data (the ωB97M-V functional and the def2-TZVPD basis) for a molecular structure, C4H9NOS at a distorted geometry.

```
16
Properties=species:S:1:pos:R:3:nbo_charge:R:1
C -1.9952 -1.3723 0.1137 -0.631
C -1.0304 -0.2910 -0.2764 -0.547
C -1.2464 1.1553 0.3328 -0.035
C 2.7362 -0.1719 0.4224 -0.109
H -1.6905 -1.9959 1.1664 0.239
H -3.2297 -0.7886 0.4201 0.218
H -2.3822 -2.1370 -0.7769 0.257
H -1.1334 -0.1160 -1.3297 0.221
H -0.9230 0.8461 1.5271 0.114
H -2.3209 1.2745 0.3838 0.188
H 0.3814 1.7941 -0.2734 0.501
H 2.8289 -1.1812 0.9293 0.214
H 3.7137 0.4705 0.1682 0.201
N 1.5425 0.4162 -0.4711 -0.581
O -0.5514 2.3376 -0.0716 -0.712
S 0.4740 -0.9813 -0.1188 0.463
```

- frontier orbital gap (eV) = 7.4
- strongest force on any atom (eV Å⁻¹) = 10.12
- energy relative to the best compared isomer or geometry (same formula, charge and spin) (eV) = 7.889


What did we get for HOMO energy? Answer: -10.178; -10.214; -14.282; -8.995; -9.706; -9.356; -9.179; -8.454 eV, in the order shown.